Computed, not measured: 2 unconnected molecules or ions with the total composition C18H23Cl3NO3, with ωB97M-V/def2-TZVPD.

Output
* HOMO: -0.1005 hartree
* largest force on an atom: 2.575 eV/Å
* charge: -1
* orbital gap: 3.938 eV

Positions of all 48 atoms, in Å:
1 C 3.5992 2.9782 1.0915
2 C 3.8155 2.0404 -0.1505
3 C 2.5044 1.2614 -0.6344
4 C 2.2481 1.4764 -2.2088
5 C 1.2312 1.5976 0.1902
6 C 0.5678 2.8796 0.0416
7 C -0.6404 3.2927 0.7889
8 C -1.2578 2.3753 1.7164
9 C -0.6101 1.0726 1.8928
10 Cl -1.4068 0.0128 3.1063
11 C 0.6151 0.6641 1.1624
12 C 1.2377 -0.7240 1.4633
13 Cl 1.7650 -0.7631 3.2421
14 C 0.2679 -1.9450 1.2113
15 C 0.5781 -2.6676 -0.1725
16 C -0.9954 4.7452 0.3730
17 O -2.0320 5.3308 0.3448
18 N 0.3174 5.2260 -0.0310
19 Cl 0.3916 6.7858 -0.7287
20 C 0.8872 4.1305 -0.8166
21 O 1.4091 4.2878 -1.8790
22 H 3.0853 2.4535 1.9389
23 H 4.5552 3.3987 1.4991
24 H 2.9589 3.8655 0.8140
25 H 4.5747 1.2683 0.1721
26 H 4.3144 2.5921 -0.9955
27 H 2.7624 0.1706 -0.5464
28 H 1.1809 1.8171 -2.3001
29 H 2.9112 2.2883 -2.6061
30 H 2.3983 0.5241 -2.7801
31 H -2.1784 2.6899 2.2484
32 H 2.1718 -0.9421 0.8919
33 H -0.8136 -1.6779 1.1731
34 H 0.4248 -2.7348 1.9945
35 H 1.5950 -3.1349 -0.2004
36 H -0.2560 -3.3939 -0.4499
37 H 0.5169 -1.8515 -0.9551
38 C -3.7466 -5.6726 -0.1762
39 C -3.8303 -4.1714 -0.5240
40 C -4.5601 -4.0171 -1.8747
41 O -2.5779 -3.6944 -0.6596
42 H -3.1977 -6.2395 -0.9349
43 H -3.2521 -5.8280 0.7875
44 H -4.7539 -6.1124 -0.1024
45 H -4.5038 -3.7192 0.2393
46 H -4.0363 -4.5332 -2.6855
47 H -4.6602 -2.9635 -2.1520
48 H -5.5761 -4.4391 -1.8191

---

Computed, not measured: 12 unconnected molecules or ions with the total composition C48H60F36O24, with ωB97M-V/def2-TZVPD.

Output
* SMILES string: CCOC(=O)C(F)(F)F.CCOC(=O)C(F)(F)F.CCOC(=O)C(F)(F)F.CCOC(=O)C(F)(F)F.CCOC(=O)C(F)(F)F.CCOC(=O)C(F)(F)F.CCOC(=O)C(F)(F)F.CCOC(=O)C(F)(F)F.CCOC(=O)C(F)(F)F.CCOC(=O)C(F)(F)F.CCOC(=O)C(F)(F)F.CCOC(=O)C(F)(F)F
* energy above the lowest of the compared OMol25 structures with the same formula, charge and spin: 0.0 kJ/mol
* HOMO: -0.3928 hartree
* largest force on an atom: 6.315 eV/Å
* orbital gap: 11.010 eV

Positions of all 168 atoms, in Å:
1 C 4.5228 -4.4278 -7.3812
2 C 5.5318 -4.3844 -6.2449
3 O 4.8477 -3.9905 -5.0460
4 C 5.1231 -2.8587 -4.4158
5 O 6.0110 -2.0719 -4.7200
6 C 4.2407 -2.6504 -3.1413
7 F 4.9446 -2.1134 -2.1492
8 F 3.3412 -1.7783 -3.5047
9 F 3.6422 -3.7492 -2.7444
10 H 5.1296 -4.9088 -8.1484
11 H 4.1636 -3.4738 -7.7672
12 H 3.6690 -5.0957 -7.2675
13 H 6.3097 -3.6668 -6.5055
14 H 5.9402 -5.3631 -5.9931
15 C -2.5151 -1.2667 5.0937
16 C -2.7048 -0.0488 5.9477
17 O -3.5666 -0.3826 7.0785
18 C -3.7034 0.4586 8.1874
19 O -3.2191 1.5974 8.1728
20 C -4.3940 -0.1471 9.4347
21 F -3.7323 0.2582 10.5361
22 F -5.6291 0.3153 9.4350
23 F -4.3892 -1.4921 9.3320
24 H -3.4444 -1.6023 4.6333
25 H -2.0573 -2.0963 5.6324
26 H -1.9114 -0.9253 4.2527
27 H -3.0478 0.7548 5.2961
28 H -1.7251 0.2717 6.3022
29 C 6.1679 5.3367 -3.6174
30 C 5.5021 4.6409 -4.8393
31 O 4.7587 3.5456 -4.4104
32 C 4.1928 2.7442 -5.4305
33 O 4.4864 2.7434 -6.6262
34 C 3.1708 1.6818 -4.8056
35 F 2.0571 1.7381 -5.5431
36 F 3.6357 0.4919 -4.9275
37 F 2.8181 1.9518 -3.5331
38 H 5.3198 5.6093 -2.9893
39 H 6.6001 6.2957 -3.9029
40 H 6.8942 4.6997 -3.1126
41 H 6.2036 4.2774 -5.5903
42 H 4.9122 5.4365 -5.2946
43 C -2.2243 -1.5275 -8.9664
44 C -2.1357 -0.3465 -7.9821
45 O -1.5329 -0.7689 -6.7060
46 C -0.2602 -0.8457 -6.5299
47 O 0.5182 -0.4584 -7.4192
48 C 0.1520 -1.3529 -5.1781
49 F 1.0721 -2.2940 -5.2771
50 F 0.6597 -0.3222 -4.4918
51 F -0.9281 -1.9428 -4.5404
52 H -1.2338 -1.9629 -9.0987
53 H -2.6493 -1.2071 -9.9176
54 H -2.9713 -2.2343 -8.6050
55 H -3.1954 -0.1058 -7.8975
56 H -1.6923 0.6033 -8.2810
57 C 2.6428 0.2024 -0.3183
58 C 1.2431 0.0693 -1.0036
59 O 0.2044 -0.2533 -0.0767
60 C -0.9673 -0.4579 -0.5832
61 O -1.2324 -0.8041 -1.7615
62 C -2.1382 -0.4360 0.4555
63 F -2.8484 -1.5653 0.3552
64 F -1.7797 -0.1899 1.6556
65 F -3.0018 0.5295 0.1226
66 H 3.4074 0.2820 -1.0910
67 H 2.8679 -0.7099 0.2341
68 H 2.7928 1.1122 0.2630
69 H 1.3307 -0.6406 -1.8261
70 H 1.0006 0.9639 -1.5772
71 C -5.3599 -6.1617 3.6153
72 C -5.3858 -5.4634 2.2497
73 O -4.1844 -5.5679 1.5151
74 C -3.0462 -4.8740 1.8910
75 O -2.9098 -4.1494 2.8850
76 C -1.8694 -5.1092 0.9050
77 F -2.1832 -5.9911 0.0055
78 F -1.5646 -3.9411 0.4082
79 F -0.8456 -5.6156 1.5158
80 H -5.1818 -7.2243 3.4502
81 H -6.2739 -6.1249 4.2081
82 H -4.5475 -5.7159 4.1893
83 H -5.5637 -4.3915 2.3369
84 H -6.0502 -6.0077 1.5785
85 C -5.9549 -1.4005 1.1392
86 C -5.7089 -1.6160 2.6332
87 O -5.5552 -0.3958 3.3987
88 C -6.5941 0.1568 4.2058
89 O -7.6597 -0.4648 4.4135
90 C -6.4090 1.5043 4.9191
91 F -7.3418 2.3294 4.4765
92 F -6.4278 1.3768 6.3068
93 F -5.1986 1.9958 4.6383
94 H -5.7874 -2.1559 0.3715
95 H -5.5141 -0.4428 0.8621
96 H -7.0338 -1.2531 1.0920
97 H -4.7751 -2.1639 2.7598
98 H -6.4153 -2.2579 3.1594
99 C 4.5016 3.6397 4.2128
100 C 3.0049 3.5051 4.5341
101 O 2.4017 3.4450 3.2513
102 C 1.0637 3.4830 3.1660
103 O 0.2928 3.3939 4.0894
104 C 0.4712 3.5349 1.7111
105 F -0.2266 4.6145 1.6151
106 F 1.4598 3.6639 0.8218
107 F -0.2731 2.4739 1.4865
108 H 4.7412 4.6327 3.8327
109 H 4.8684 2.9440 3.4581
110 H 5.0520 3.3556 5.1097
111 H 2.6240 4.3860 5.0509
112 H 2.7493 2.6168 5.1117
113 C 8.3598 1.1548 2.5455
114 C 8.4604 0.2261 1.3354
115 O 7.8886 0.7961 0.1077
116 C 6.6117 0.8462 -0.2595
117 O 5.6347 0.4232 0.4148
118 C 6.5259 1.4776 -1.6657
119 F 5.7628 0.7051 -2.4140
120 F 5.9239 2.6668 -1.6042
121 F 7.7057 1.5668 -2.2527
122 H 8.8208 2.1328 2.4071
123 H 8.7176 0.8564 3.5309
124 H 7.2826 1.2783 2.6571
125 H 8.1840 -0.7989 1.5826
126 H 9.5191 0.1426 1.0896
127 C -1.9785 6.5554 4.8859
128 C -2.5754 6.5417 3.5078
129 O -3.3070 5.3539 3.2081
130 C -3.5227 5.0071 1.8804
131 O -3.1762 5.6546 0.9388
132 C -4.3245 3.6512 1.7136
133 F -3.5276 2.6993 2.0437
134 F -5.3271 3.6508 2.6333
135 F -4.6978 3.4026 0.4758
136 H -1.5427 5.5816 5.1095
137 H -2.7012 6.8221 5.6570
138 H -1.2241 7.3409 4.9303
139 H -1.7475 6.6131 2.8024
140 H -3.1915 7.4206 3.3178
141 C -3.8043 -1.5113 -4.0120
142 C -5.2551 -2.0390 -4.1622
143 O -6.0188 -1.1964 -5.0054
144 C -6.0995 -1.4911 -6.3446
145 O -5.5514 -2.5123 -6.8752
146 C -6.8827 -0.4796 -7.1346
147 F -6.1617 -0.1622 -8.2096
148 F -8.0141 -0.9465 -7.6066
149 F -7.1299 0.5667 -6.3173
150 H -3.3150 -1.9515 -3.1431
151 H -3.8839 -0.4341 -3.8657
152 H -3.2261 -1.6595 -4.9240
153 H -5.6715 -2.0299 -3.1550
154 H -5.3316 -3.0942 -4.4246
155 C 5.2380 -1.8688 2.6754
156 C 4.3984 -2.3426 3.8540
157 O 3.0290 -1.9176 3.6397
158 C 2.5654 -0.6909 3.9313
159 O 3.1798 0.2000 4.5492
160 C 1.1071 -0.4934 3.5104
161 F 0.4329 -0.1632 4.5930
162 F 1.1576 0.4896 2.5696
163 F 0.5203 -1.5859 3.1296
164 H 5.2485 -0.7794 2.6402
165 H 4.8978 -2.3727 1.7707
166 H 6.2725 -2.1927 2.7887
167 H 4.7966 -1.9378 4.7844
168 H 4.3612 -3.4282 3.9439